No. 1
An isolated molecule of C4H6O2 at a distorted geometry. Source: the Open Molecules 2025 dataset; level of theory: ωB97M-V/def2-TZVPD.

Positions of all 12 atoms, in Å:
1 C 0.411410 0.009842 -1.477379
2 C 0.285585 -0.793372 -0.194893
3 O 0.982988 -1.718723 0.096349
4 C -0.902183 -0.301196 1.087811
5 C -0.064821 0.895137 1.106245
6 O -0.346621 2.028388 0.788930
7 H 0.046888 1.031788 -1.371360
8 H -0.212672 -0.534697 -2.188749
9 H 1.435533 0.035522 -1.877996
10 H -1.996904 -0.098779 1.145105
11 H -0.630969 -1.088136 1.788409
12 H 0.991766 0.534224 1.097528

Atoms 1-6, force components in eV/Å:
C -0.258 -0.107 0.086
C -0.926 -0.922 -0.075
O -0.589 0.547 -0.092
C 0.572 -0.251 -0.621
C 0.538 0.514 0.050
O -0.153 -0.319 0.541

Properties
Relative energy (zero: lowest compared OMol25 entry of this formula, charge and spin)   55.5 kcal/mol
E_tot   -8338.0561 eV
Frontier orbital gap   0.364 Eh

No. 2
A 2-piece molecular cluster, C5H9N overall at a distorted geometry. Source: the Open Molecules 2025 dataset; level of theory: ωB97M-V/def2-TZVPD.

Positions of all 15 atoms, in Å:
1 C -1.594043 0.082266 0.390988
2 C -2.240664 -1.122084 0.208875
3 C 1.879041 -1.351991 -0.257633
4 C -0.014880 1.890084 -0.227318
5 C -0.575416 0.848526 0.730925
6 N -2.433807 -0.321367 -0.751350
7 H 1.963869 -0.388721 0.361259
8 H -2.447189 -2.171031 0.570456
9 H 0.908217 -1.222211 -0.698872
10 H 1.726478 -2.171461 0.376354
11 H 2.778352 -1.438318 -0.909672
12 H -0.264127 2.979479 0.102027
13 H -0.536474 1.799630 -1.299597
14 H 0.995104 1.792733 -0.428774
15 H -0.144455 0.794471 1.832326

Atoms 1-6, force components in eV/Å:
C 0.933 -0.220 -0.105
C -0.825 -1.695 1.383
C 0.634 2.748 0.381
C -4.248 1.798 -1.197
C 0.848 0.940 1.621
N 0.339 -0.002 -0.328

Properties
Relative energy (zero: lowest compared OMol25 entry of this formula, charge and spin)   94.0 kcal/mol
E_tot   -6816.9175 eV
Frontier orbital gap   0.353 Eh

No. 3
C39H38N7O11W as an isolated structure at a distorted geometry. Source: the Open Molecules 2025 dataset; level of theory: ωB97M-V/def2-TZVPD.

Positions of all 96 atoms, in Å:
1 W 1.099857 -1.033146 -0.821214
2 C -2.759540 3.857119 3.767286
3 O -1.900376 2.942584 3.051376
4 C -0.680059 2.708202 3.560787
5 C -0.168059 3.252977 4.731003
6 C 1.111720 2.911077 5.146148
7 C 1.904600 2.025103 4.416420
8 C 1.398857 1.471794 3.259020
9 C 0.116797 1.817738 2.836515
10 N -0.462869 1.231947 1.658015
11 C 0.080422 1.254886 0.485428
12 N 1.110901 2.096053 0.248699
13 C 2.066551 1.912755 -0.697851
14 C 2.314630 0.623436 -1.276660
15 C 3.340807 0.556817 -2.213971
16 C 4.098685 1.683850 -2.534179
17 C 3.864299 2.927785 -1.938459
18 C 2.845882 3.059040 -1.015056
19 O 2.502607 4.156426 -0.368138
20 C 3.285544 5.367117 -0.566808
21 N -0.329174 0.348316 -0.484778
22 C -0.555022 0.773399 -1.830823
23 C -0.342962 -0.174303 -2.841035
24 C -0.495692 0.182826 -4.167576
25 C -0.877393 1.478432 -4.471755
26 C -1.137159 2.404801 -3.467774
27 C -0.983268 2.060113 -2.132406
28 O -1.214334 2.863751 -1.074183
29 C -1.928011 4.101357 -1.296486
30 H -2.292569 4.837992 3.845307
31 H -2.991215 3.472470 4.759891
32 H -3.670546 3.930315 3.185355
33 H -0.760206 3.940993 5.319372
34 H 1.494688 3.337783 6.066670
35 H 2.893692 1.759128 4.765188
36 H 1.977432 0.766021 2.685047
37 H -1.396712 0.832418 1.723553
38 H 1.197695 2.925069 0.835116
39 H 3.565079 -0.376967 -2.699808
40 H 4.895854 1.599292 -3.265025
41 H 4.476823 3.779243 -2.207145
42 H 2.855675 6.109741 0.093432
43 H 3.204587 5.698594 -1.600673
44 H 4.326204 5.191069 -0.298647
45 H -0.297365 -1.246681 -2.642377
46 H -0.372629 -0.555524 -4.948770
47 H -1.013417 1.763234 -5.507800
48 H -1.467775 3.401309 -3.732707
49 H -2.161830 4.488307 -0.312246
50 H -2.848047 3.916132 -1.847435
51 H -1.302492 4.813899 -1.832520
52 O 4.073607 -0.996677 1.330317
53 C 3.408783 -1.701990 0.673745
54 O 1.964064 -1.569337 0.679307
55 C 3.815166 -2.813398 -0.235753
56 C 4.906055 -3.599004 0.090978
57 C 5.207836 -4.665980 -0.718940
58 C 4.451914 -5.010501 -1.815599
59 C 3.365711 -4.231420 -2.137962
60 C 3.083742 -3.096475 -1.393381
61 O 2.111330 -2.177216 -1.782294
62 N 2.502776 -4.678268 -3.260971
63 O 1.347381 -4.288744 -3.257208
64 O 3.040037 -5.309062 -4.136336
65 N 6.393754 -5.502874 -0.384432
66 O 7.037040 -5.161447 0.587494
67 O 6.606213 -6.446793 -1.114436
68 H 5.510112 -3.392348 0.963596
69 H 4.704074 -5.880361 -2.408559
70 C -3.834292 0.296622 1.791541
71 C -4.144051 -1.182678 1.999503
72 N -4.823312 -1.800915 0.862056
73 C -6.262910 -1.530350 0.664086
74 C -6.534183 -0.535428 -0.454723
75 C -4.270933 -2.745748 0.069038
76 O -4.859801 -3.357599 -0.803711
77 C -2.797086 -3.062556 0.207121
78 C -2.397691 -4.359710 0.507768
79 C -1.053770 -4.683746 0.445193
80 C -0.158849 -3.722289 0.051224
81 N -0.541021 -2.472368 -0.277193
82 C -1.844729 -2.159761 -0.187594
83 H -3.355884 0.712355 2.690077
84 H -4.746573 0.872162 1.628087
85 H -3.188922 0.452317 0.912595
86 H -4.780584 -1.293301 2.878026
87 H -3.232274 -1.735229 2.209058
88 H -6.658401 -1.178036 1.615504
89 H -6.741699 -2.477106 0.426782
90 H -6.100479 0.446308 -0.245102
91 H -7.610867 -0.405422 -0.571928
92 H -6.135662 -0.908260 -1.398900
93 H -3.138753 -5.102429 0.776608
94 H -0.702797 -5.677657 0.682506
95 H 0.889686 -3.954424 -0.029267
96 H -2.124906 -1.158909 -0.473230

Atoms 1-6, force components in eV/Å:
W 0.328 1.358 0.817
C 0.089 -0.103 -0.026
O -0.333 0.225 0.000
C 0.082 -0.135 0.012
C 0.134 0.077 0.158
C 0.030 -0.007 0.024

Properties
Relative energy (zero: lowest compared OMol25 entry of this formula, charge and spin)   49.1 kcal/mol
Charge   +3
E_tot   -75805.5581 eV
Frontier orbital gap (spin up / spin down)   0.158 / 0.158 Eh

No. 4
An isolated molecule of C3H2Cl2OS2 at a distorted geometry. Source: the Open Molecules 2025 dataset; level of theory: ωB97M-V/def2-TZVPD.

Positions of all 10 atoms, in Å:
1 C -0.618228 1.165246 -0.477930
2 C -0.401666 -0.355317 -0.276403
3 C 0.621052 -0.640373 0.669531
4 O 0.273581 1.892447 -0.116261
5 S -1.978564 1.770484 -1.559206
6 S 0.886516 -2.407783 1.136867
7 Cl 2.139420 -0.177759 -0.033713
8 Cl 0.448978 0.210646 2.267774
9 H -1.339410 -0.808112 -0.343350
10 H -0.031680 -0.649480 -1.267309

Atoms 1-6, force components in eV/Å:
C 1.440 0.001 -0.467
C -1.883 2.279 -3.481
C 1.799 -1.661 3.251
O -1.627 0.646 -0.455
S 0.892 -0.491 0.992
S -0.408 0.646 -0.473

Properties
Relative energy (zero: lowest compared OMol25 entry of this formula, charge and spin)   65.8 kcal/mol
E_tot   -51902.7356 eV
Frontier orbital gap (spin up / spin down)   0.255 / 0.258 Eh

No. 5
An isolated ion of composition C9H16N3O3S and charge -1 at a distorted geometry. Source: the Open Molecules 2025 dataset; level of theory: ωB97M-V/def2-TZVPD.

Positions of all 32 atoms, in Å:
1 O -1.414228 2.613097 -2.761352
2 O 0.215831 -0.780321 4.632908
3 O 0.542914 2.521632 0.576650
4 S 0.378534 -1.919407 -0.469803
5 C -0.217906 2.641864 -2.776214
6 C 0.473332 -0.815456 3.455462
7 C 0.356599 1.341995 0.329111
8 N 0.607945 -1.962425 2.756498
9 N 0.434960 0.432421 1.272350
10 N 0.563326 1.845103 -2.046804
11 C 0.486214 3.651691 -3.644036
12 C 0.401463 -3.296923 3.247285
13 C 2.185578 0.924240 2.867676
14 C 0.895928 -0.482968 -1.485959
15 C 0.705056 0.512386 2.711817
16 C 0.117989 0.810936 -1.097915
17 H 0.809098 -1.936095 1.756659
18 H 0.270577 -0.502505 0.929274
19 H 1.561328 2.008459 -2.106337
20 H -0.216971 4.065927 -4.350134
21 H 1.320171 3.208939 -4.205480
22 H 0.840990 4.464266 -3.009445
23 H -0.643095 -3.417211 3.532760
24 H 1.015944 -3.422930 4.126922
25 H 0.681072 -4.027627 2.498904
26 H 2.825788 0.319638 2.218346
27 H 2.409324 0.812241 3.927936
28 H 2.306265 1.990855 2.620007
29 H 1.988894 -0.275573 -1.413399
30 H 0.668970 -0.635404 -2.547816
31 H 0.006309 1.222852 3.157263
32 H -0.947400 0.637998 -1.137472

Atoms 1-6, force components in eV/Å:
O -2.301 -0.259 0.115
O -0.291 -0.006 1.584
O -0.077 1.247 -0.373
S 0.199 -0.591 -0.951
C 0.862 0.448 -0.243
C 0.094 -0.369 -1.481

Properties
Relative energy (zero: lowest compared OMol25 entry of this formula, charge and spin)   1.8 kcal/mol
Charge   -1
E_tot   -31043.7428 eV
Frontier orbital gap   0.267 Eh

No. 6
C4H6N2 as an isolated structure at a distorted geometry. Source: the Open Molecules 2025 dataset; level of theory: ωB97M-V/def2-TZVPD.

Positions of all 12 atoms, in Å:
1 C -2.185269 0.666280 0.408368
2 C -1.708417 -0.526048 -0.116521
3 C 1.429373 -0.094359 0.167226
4 C 0.683054 -1.109720 -0.651005
5 N 0.197598 0.652113 0.194552
6 N -0.390536 -0.505109 -0.276935
7 H -3.263218 0.737802 0.438252
8 H -2.068906 -1.482524 -0.401539
9 H 1.586671 -0.659336 1.127214
10 H 2.349624 0.491486 -0.073409
11 H 0.917283 -2.009144 -1.084552
12 H -0.184006 1.032922 1.051010

Atoms 1-6, force components in eV/Å:
C -0.156 -1.370 -0.674
C -3.444 1.026 0.591
C 2.855 -0.295 0.863
C 0.833 1.964 1.267
N 2.001 0.269 -0.192
N 0.713 1.757 0.114

Properties
Relative energy (zero: lowest compared OMol25 entry of this formula, charge and spin)   164.0 kcal/mol
E_tot   -7218.4790 eV
Frontier orbital gap   0.276 Eh

> The lowest E_tot belongs to which entry?

C39H38N7O11W